{
  "formula": "C22H26N2O3",
  "method": "ωB97M-V with the def2-TZVPD basis set",
  "homo_ev": -8.533,
  "smiles": "COc1cccc(C(=O)N2CCC(C(=O)NCc3ccc(C)cc3)CC2)c1",
  "e_lumo_ev": 0.615,
  "e_tot_ha": -1189.1991,
  "homo_lumo_gap_ev": 9.1,
  "max_force_ev_per_a": 0.768,
  "de_lowest_kcal_mol": 24.73,
  "elements": ["C", "O", "C", "C", "C", "C", "C", "C", "O", "N", "C", "C", "C", "C", "O", "N", "C", "C", "C", "C", "C", "C", "C", "C", "C", "C", "C", "H", "H", "H", "H", "H", "H", "H", "H", "H", "H", "H", "H", "H", "H", "H", "H", "H", "H", "H", "H", "H", "H", "H", "H", "H", "H"],
  "xyz": [[4.215, 2.066, 2.241], [5.300, 1.307, 1.764], [5.136, 0.580, 0.625], [6.247, -0.155, 0.207], [6.187, -0.917, -0.941], [5.022, -0.966, -1.690], [3.907, -0.256, -1.269], [2.672, -0.267, -2.114], [2.683, 0.134, -3.266], [1.544, -0.732, -1.532], [1.471, -1.335, -0.217], [0.450, -2.469, -0.222], [-0.960, -1.936, -0.513], [-1.674, -1.559, 0.784], [-1.087, -1.219, 1.790], [-3.020, -1.618, 0.700], [-3.895, -1.146, 1.756], [-4.618, 0.107, 1.336], [-5.996, 0.133, 1.187], [-6.636, 1.288, 0.770], [-5.915, 2.438, 0.485], [-6.602, 3.696, 0.048], [-4.532, 2.406, 0.631], [-3.891, 1.258, 1.051], [-0.885, -0.667, -1.385], [0.320, -0.729, -2.311], [3.963, 0.524, -0.117], [3.908, 2.827, 1.517], [3.359, 1.431, 2.490], [4.574, 2.555, 3.145], [7.147, -0.102, 0.799], [7.055, -1.474, -1.259], [4.970, -1.548, -2.596], [2.456, -1.719, 0.056], [1.167, -0.599, 0.536], [0.460, -2.952, 0.755], [0.735, -3.206, -0.974], [-1.538, -2.708, -1.030], [-3.455, -1.837, -0.183], [-3.250, -0.949, 2.617], [-4.610, -1.934, 2.015], [-6.576, -0.753, 1.402], [-7.712, 1.291, 0.664], [-6.633, 4.409, 0.872], [-7.623, 3.494, -0.267], [-6.064, 4.162, -0.776], [-3.955, 3.294, 0.414], [-2.817, 1.245, 1.168], [-0.791, 0.213, -0.745], [-1.797, -0.553, -1.973], [0.268, -1.627, -2.941], [0.355, 0.138, -2.976], [3.091, 1.088, 0.173]]
}


{
  "formula": "C22H26N2O5",
  "method": "ωB97M-V with the def2-TZVPD basis set",
  "homo_ev": -8.086,
  "smiles": "COCCNC(=O)[C@H]1CC(=O)N(c2ccc(OC)cc2)[C@@H]1c1ccc(OC)cc1",
  "e_lumo_ev": 0.531,
  "e_tot_ha": -1339.6466,
  "homo_lumo_gap_ev": 8.6,
  "max_force_ev_per_a": 0.602,
  "de_lowest_kcal_mol": 58.66,
  "elements": ["C", "O", "C", "C", "N", "C", "O", "C", "C", "C", "O", "N", "C", "C", "C", "C", "O", "C", "C", "C", "C", "C", "C", "C", "C", "O", "C", "C", "C", "H", "H", "H", "H", "H", "H", "H", "H", "H", "H", "H", "H", "H", "H", "H", "H", "H", "H", "H", "H", "H", "H", "H", "H", "H", "H"],
  "xyz": [[-4.830, -1.088, 1.184], [-5.439, -0.056, 1.930], [-4.679, 1.115, 2.044], [-4.600, 1.943, 0.738], [-3.283, 1.947, 0.144], [-2.953, 1.195, -0.929], [-3.747, 0.475, -1.497], [-1.505, 1.315, -1.381], [-1.054, 2.725, -1.753], [0.431, 2.749, -1.407], [1.216, 3.596, -1.761], [0.694, 1.675, -0.615], [1.948, 1.372, -0.051], [3.122, 1.723, -0.706], [4.356, 1.425, -0.158], [4.442, 0.754, 1.056], [5.601, 0.405, 1.682], [6.821, 0.752, 1.074], [3.263, 0.396, 1.710], [2.034, 0.703, 1.169], [-0.485, 0.878, -0.303], [-0.230, -0.604, -0.354], [0.559, -1.156, -1.351], [0.772, -2.521, -1.420], [0.179, -3.365, -0.487], [0.315, -4.716, -0.458], [1.101, -5.337, -1.447], [-0.623, -2.813, 0.514], [-0.819, -1.451, 0.578], [-5.531, -1.920, 1.194], [-4.634, -0.793, 0.149], [-3.888, -1.403, 1.650], [-3.658, 0.879, 2.386], [-5.180, 1.697, 2.821], [-4.898, 2.976, 0.932], [-5.284, 1.509, 0.005], [-2.578, 2.507, 0.597], [-1.398, 0.654, -2.247], [-1.555, 3.499, -1.166], [-1.204, 2.960, -2.805], [3.074, 2.247, -1.646], [5.243, 1.719, -0.696], [6.920, 1.836, 0.961], [7.598, 0.387, 1.744], [6.934, 0.273, 0.096], [3.335, -0.123, 2.652], [1.144, 0.415, 1.704], [-0.854, 1.145, 0.700], [1.025, -0.513, -2.083], [1.397, -2.912, -2.206], [0.701, -5.157, -2.449], [1.058, -6.403, -1.229], [2.141, -5.000, -1.403], [-1.079, -3.477, 1.231], [-1.439, -1.039, 1.361]]
}


{
  "formula": "C22H26N3OPdSSb",
  "method": "ωB97M-V with the def2-TZVPD basis set",
  "homo_ev": [-21.172, -21.150],
  "e_lumo_ev": [-11.637, -15.364],
  "multiplicity": 5,
  "charge": 4,
  "e_tot_ha": -1858.0798,
  "homo_lumo_gap_ev": [9.5, 5.8],
  "max_force_ev_per_a": 0.703,
  "s_squared": 6.01,
  "elements": ["Pd", "C", "C", "C", "C", "C", "C", "N", "Sb", "C", "C", "C", "C", "C", "C", "N", "C", "C", "C", "C", "C", "C", "N", "H", "H", "H", "H", "H", "H", "H", "H", "H", "H", "H", "H", "H", "H", "H", "H", "H", "H", "O", "S", "C", "C", "C", "C", "H", "H", "H", "H", "H", "H", "H", "H"],
  "xyz": [[-0.018, -0.425, 0.631], [-0.279, 1.573, 3.008], [-1.355, 1.887, 2.016], [-2.259, 2.934, 2.215], [-3.260, 3.169, 1.296], [-3.383, 2.332, 0.180], [-2.465, 1.320, 0.049], [-1.467, 1.114, 0.925], [-2.735, -0.337, -1.266], [-0.943, -0.919, -2.260], [-0.905, -1.359, -3.560], [0.267, -2.000, -3.982], [1.301, -2.188, -3.088], [1.187, -1.723, -1.777], [2.241, -1.974, -0.744], [0.073, -1.075, -1.398], [-2.766, -1.879, 0.219], [-3.798, -2.765, 0.406], [-3.650, -3.711, 1.425], [-2.499, -3.717, 2.186], [-1.487, -2.787, 1.943], [-0.212, -2.755, 2.726], [-1.645, -1.884, 0.960], [0.292, 2.462, 3.274], [0.437, 0.822, 2.641], [-0.717, 1.185, 3.931], [-2.170, 3.547, 3.103], [-3.965, 3.977, 1.448], [-4.184, 2.473, -0.534], [-1.742, -1.231, -4.234], [0.346, -2.368, -4.998], [2.202, -2.705, -3.390], [3.242, -1.894, -1.165], [2.141, -2.985, -0.342], [2.194, -1.258, 0.092], [-4.691, -2.738, -0.204], [-4.435, -4.434, 1.612], [-2.367, -4.442, 2.979], [-0.251, -3.435, 3.575], [-0.021, -1.754, 3.128], [0.632, -3.067, 2.104], [1.959, 1.825, -0.178], [2.630, 3.144, -0.120], [4.429, 3.103, 0.223], [5.021, 3.518, -1.124], [4.107, 4.608, -1.701], [2.676, 4.068, -1.694], [4.646, 2.104, 0.601], [4.597, 3.845, 1.008], [5.087, 2.660, -1.794], [6.029, 3.899, -0.957], [4.378, 4.867, -2.724], [4.169, 5.520, -1.105], [2.486, 3.301, -2.450], [1.885, 4.816, -1.694]]
}


{
  "formula": "C22H26N4O2",
  "method": "ωB97M-V with the def2-TZVPD basis set",
  "homo_ev": -8.091,
  "smiles": "CC(C)Cc1nc(N2CCN(C(=O)c3ccco3)CC2)c(C#N)c2c1CCC2",
  "e_lumo_ev": 0.549,
  "e_tot_ha": -1223.4498,
  "homo_lumo_gap_ev": 8.6,
  "max_force_ev_per_a": 1.313,
  "de_lowest_kcal_mol": 30.92,
  "elements": ["C", "C", "C", "C", "C", "N", "C", "N", "C", "C", "N", "C", "O", "C", "C", "C", "C", "O", "C", "C", "C", "C", "N", "C", "C", "C", "C", "C", "H", "H", "H", "H", "H", "H", "H", "H", "H", "H", "H", "H", "H", "H", "H", "H", "H", "H", "H", "H", "H", "H", "H", "H", "H", "H"],
  "xyz": [[-0.971, -2.253, -0.036], [0.371, -2.940, -0.266], [0.163, -4.367, -0.768], [1.223, -2.150, -1.275], [1.581, -0.790, -0.757], [0.813, 0.217, -1.159], [1.023, 1.461, -0.739], [0.187, 2.420, -1.234], [-0.221, 3.560, -0.434], [-1.758, 3.615, -0.358], [-2.301, 2.275, -0.316], [-2.764, 1.798, 0.868], [-2.722, 2.464, 1.892], [-3.372, 0.457, 0.896], [-3.649, -0.288, 2.016], [-4.300, -1.455, 1.565], [-4.385, -1.334, 0.211], [-3.828, -0.189, -0.204], [-2.058, 1.487, -1.507], [-0.802, 2.025, -2.210], [2.110, 1.781, 0.120], [2.479, 3.091, 0.473], [2.853, 4.140, 0.757], [2.898, 0.718, 0.549], [2.628, -0.579, 0.127], [3.636, -1.534, 0.697], [4.301, -0.719, 1.819], [4.106, 0.755, 1.429], [-0.824, -1.243, 0.340], [-1.564, -2.805, 0.690], [-1.531, -2.199, -0.968], [0.907, -2.979, 0.688], [-0.360, -4.360, -1.722], [-0.430, -4.936, -0.056], [1.116, -4.873, -0.902], [2.138, -2.707, -1.485], [0.658, -2.033, -2.201], [0.180, 3.457, 0.575], [0.168, 4.490, -0.865], [-2.178, 4.135, -1.224], [-2.066, 4.129, 0.553], [-3.408, -0.016, 3.022], [-4.660, -2.266, 2.164], [-4.805, -1.973, -0.541], [-2.922, 1.527, -2.181], [-1.876, 0.449, -1.227], [-0.375, 1.246, -2.840], [-1.033, 2.899, -2.823], [3.189, -2.455, 1.068], [4.363, -1.803, -0.076], [5.351, -0.975, 1.949], [3.786, -0.913, 2.761], [3.977, 1.410, 2.290], [4.959, 1.130, 0.855]]
}